Entry 1:
C12H24F6LiN3O18S9 as an isolated structure at a distorted geometry, computed with ωB97M-V/def2-TZVPD.

Each line ends with the Mulliken charge.
CARTESIAN COORDINATES (ANGSTROEM)
S  10.968  -14.597  5.871  0.9709
S  13.224  -16.180  12.244  0.8093
S  12.350  -19.972  9.944  0.9705
S  8.050  -18.588  8.549  0.8339
S  9.557  -14.341  10.290  0.8462
S  13.003  -15.432  6.949  0.9329
S  9.297  -17.910  12.629  1.1175
S  15.037  -17.531  11.611  1.0691
S  6.409  -17.965  6.942  1.0689
F  8.765  -19.917  9.146  -0.3424
F  14.144  -16.522  6.572  -0.3483
F  12.227  -15.934  13.474  -0.3441
F  6.062  -18.390  5.444  -0.2760
F  15.827  -18.894  12.000  -0.3568
F  10.712  -14.122  4.392  -0.2990
O  9.232  -17.766  8.397  -0.1076
O  6.981  -16.669  6.791  -0.4762
O  9.634  -14.247  11.741  -0.8704
O  12.244  -16.387  11.213  -0.3139
O  16.141  -16.596  11.719  -0.6316
O  7.155  -18.307  9.661  -0.6038
O  13.945  -14.946  12.297  -0.6126
O  9.401  -17.331  11.316  0.0473
O  9.876  -15.489  6.142  -0.4635
O  5.138  -18.053  7.569  -0.6277
O  13.658  -14.232  7.319  -0.6366
O  12.624  -19.952  11.354  -0.6768
O  11.093  -13.374  6.632  -0.6086
O  14.554  -17.860  10.290  -0.5336
O  11.818  -18.764  9.332  -0.8139
O  10.329  -15.228  9.458  0.1852
O  12.250  -16.187  7.920  -0.4754
O  10.292  -18.889  13.030  -0.8399
N  14.013  -17.594  12.789  -0.3482
N  12.421  -15.364  5.474  -0.5934
N  7.474  -19.261  7.313  -0.5590
C  7.821  -14.531  9.798  -0.0428
C  8.248  -12.087  9.944  -0.6696
C  13.800  -20.663  9.039  -0.8681
C  7.699  -18.708  12.944  -0.8203
C  11.276  -21.431  9.550  -0.8022
C  7.263  -13.153  9.405  -0.6779
C  9.116  -16.661  13.912  -0.6361
C  13.254  -21.889  8.313  -0.6212
C  9.628  -12.641  9.639  -0.6572
C  7.684  -16.757  14.492  -0.7349
C  6.816  -17.654  13.574  -0.5306
C  12.154  -22.591  9.115  -0.5480
Li  11.100  -17.055  9.522  2.0294
H  10.635  -21.144  8.718  0.2728
H  7.261  -15.057  10.570  0.2702
H  6.314  -12.946  9.905  0.3303
H  7.765  -17.225  15.476  0.2978
H  7.081  -12.977  8.347  0.3532
H  6.044  -18.077  14.219  0.4338
H  9.442  -15.694  13.534  0.2343
H  14.472  -21.010  9.825  0.3654
H  7.205  -15.794  14.660  0.3300
H  12.875  -21.544  7.347  0.2679
H  10.653  -21.553  10.434  0.4655
H  9.833  -12.633  8.568  0.1763
H  14.290  -19.927  8.409  0.3869
H  8.094  -11.134  9.437  0.4019
H  6.334  -16.986  12.858  0.2326
H  7.446  -19.116  11.966  0.3177
H  8.191  -11.914  11.020  0.2773
H  9.828  -16.976  14.673  0.4379
H  7.905  -15.262  8.990  -0.2093
H  11.658  -23.331  8.488  0.3116
H  7.847  -19.420  13.754  0.3597
H  14.131  -22.497  8.075  0.3943
H  12.579  -23.118  9.972  0.2918
H  10.489  -12.190  10.134  0.4872

- Gap between HOMO and LUMO: 8.119 eV
- Net charge: -2
- Electronic energy: -168186.8563 eV

---

Entry 2:
One molecule with the formula C12H24FNO5S at a distorted geometry, computed with ωB97M-V/def2-TZVPD.

Each line ends with the Mulliken charge.
CARTESIAN COORDINATES (ANGSTROEM)
S  -1.032  0.460  -3.776  1.1928
F  -0.680  1.796  -2.990  -0.2137
O  -2.328  0.539  -4.333  -0.6183
O  1.769  1.605  2.963  -0.4033
O  -0.022  0.207  -4.733  -0.5952
O  -0.081  2.245  1.887  -0.4566
O  -1.582  -0.341  -1.412  -0.1033
N  -1.003  -0.743  -2.607  0.0211
C  2.694  1.408  1.872  -0.5586
C  1.499  -0.446  -2.123  -0.8855
C  -3.542  -0.783  0.017  -0.6004
C  2.833  -0.112  1.594  -0.7037
C  -1.644  -2.292  1.000  -0.7230
C  -3.090  -1.769  1.150  -0.5159
C  -2.861  -1.021  -1.332  -0.5471
C  0.825  3.841  3.396  -0.9348
C  2.727  -0.518  0.104  -0.8128
C  1.514  0.085  -0.642  0.3140
C  0.772  2.503  2.649  0.6663
C  0.313  -1.385  -2.421  -0.8344
H  -1.452  -2.961  1.857  0.4602
H  2.646  -1.621  0.082  0.3423
H  3.680  1.752  2.231  0.2826
H  1.522  4.497  2.858  0.2431
H  -1.495  -2.924  0.112  0.2283
H  3.625  -0.279  -0.489  0.3589
H  0.533  -2.078  -3.242  0.3842
H  -0.198  4.232  3.369  0.3145
H  2.462  2.002  0.981  0.4344
H  -3.418  0.271  0.300  0.3539
H  1.149  3.706  4.435  0.3272
H  0.556  -0.067  -0.130  -0.0253
H  1.630  0.372  -2.839  0.3515
H  2.408  -1.068  -2.211  0.4629
H  -3.120  -1.191  2.086  0.2787
H  -0.888  -1.494  1.032  -0.0357
H  2.125  -0.699  2.195  0.3847
H  1.663  1.173  -0.736  0.1415
H  0.201  -2.030  -1.533  0.2526
H  -2.639  -2.092  -1.481  0.3838
H  -4.614  -0.975  -0.145  0.3459
H  -3.774  -2.624  1.235  0.3373
H  -3.513  -0.752  -2.177  0.3500
H  3.829  -0.430  1.948  0.3551

- Gap between HOMO and LUMO: 11.017 eV
- Relative energy (zero: lowest compared OMol25 entry of this formula, charge and spin): 12.4 kcal per mole
- Electronic energy: -38110.8180 eV

---

Entry 3:
A 5-piece molecular cluster, C12H24N2O3S overall at a distorted geometry, computed with ωB97M-V/def2-TZVPD.

Each line ends with the Mulliken charge.
CARTESIAN COORDINATES (ANGSTROEM)
S  21.659  -16.713  -7.369  0.5326
O  19.204  -16.133  -1.820  -0.5447
O  25.820  -14.977  -6.648  -0.4745
O  20.936  -17.782  -6.525  -0.6082
N  24.330  -18.237  -4.384  0.2057
N  21.488  -20.783  -6.586  0.2289
C  22.481  -22.737  -6.843  -0.1291
C  24.049  -19.565  -4.062  -0.5142
C  24.717  -17.606  -3.265  -0.3643
C  20.288  -16.000  -2.714  -0.3741
C  22.096  -20.859  -7.805  -0.2825
C  21.697  -21.944  -6.020  -0.9273
C  26.695  -15.677  -5.849  -0.6094
C  24.129  -19.640  -2.659  -0.3821
C  22.448  -15.403  -6.323  -0.8260
C  24.623  -18.398  -2.185  -0.7059
C  20.232  -15.706  -7.925  -1.0612
C  22.625  -22.051  -8.040  -0.6428
H  27.601  -15.694  -6.455  0.3526
H  23.820  -20.537  -2.142  0.4019
H  24.682  -18.055  -1.163  0.3921
H  20.610  -15.036  -8.696  0.3915
H  22.022  -19.968  -8.412  0.3631
H  22.992  -14.800  -7.051  0.3829
H  24.936  -16.557  -3.131  0.3356
H  25.809  -15.366  -7.526  0.2854
H  21.336  -22.103  -5.015  0.3862
H  21.058  -19.982  -6.146  0.2254
H  19.635  -15.280  -7.118  0.3205
H  26.777  -15.316  -4.824  0.2164
H  26.424  -16.731  -5.800  0.2467
H  21.011  -16.806  -2.585  0.1837
H  19.963  -16.047  -3.753  0.1881
H  19.567  -16.446  -8.371  0.3543
H  24.144  -17.817  -5.283  0.1841
H  23.079  -22.384  -8.962  0.3978
H  20.597  -14.962  -2.592  0.2433
H  23.059  -15.831  -5.528  0.1584
H  23.722  -20.303  -4.779  0.4355
H  19.102  -17.066  -1.620  0.3020
H  22.934  -23.695  -6.632  0.3982
H  21.752  -14.786  -5.756  0.3333

- Gap between HOMO and LUMO: 8.046 eV
- Relative energy (zero: lowest compared OMol25 entry of this formula, charge and spin): 105.5 kcal per mole
- Electronic energy: -32787.5800 eV

---

Entry 4:
A 4-piece molecular cluster, C12H24O4 overall at a distorted geometry, computed with ωB97M-V/def2-TZVPD.

Each line ends with the Mulliken charge.
CARTESIAN COORDINATES (ANGSTROEM)
O  -21.011  -23.908  22.238  -0.1061
O  -27.878  -28.473  25.011  -0.5744
O  -24.136  -26.390  21.417  -0.5902
O  -29.034  -26.662  19.919  -0.5491
C  -28.828  -27.741  24.684  0.7754
C  -28.543  -24.898  21.476  -0.5645
C  -28.656  -26.274  24.996  -0.5481
C  -21.558  -24.003  19.939  -0.8881
C  -24.678  -26.388  22.500  0.8518
C  -20.841  -26.052  21.268  -1.2009
C  -25.226  -27.670  23.100  -0.9789
C  -24.806  -25.084  23.299  -0.9648
C  -21.116  -24.568  21.276  0.9567
C  -30.141  -28.239  24.119  -1.0556
C  -30.381  -24.679  19.630  -1.1746
C  -29.262  -25.519  20.308  0.7373
H  -27.617  -26.097  25.274  0.2026
H  -25.883  -24.956  23.415  0.2045
H  -29.339  -25.872  25.745  0.4302
H  -22.636  -23.854  19.894  0.3246
H  -21.369  -24.818  19.240  0.3306
H  -29.296  -24.580  22.197  0.3438
H  -24.365  -24.274  22.719  0.2281
H  -26.217  -27.707  22.648  0.1937
H  -28.874  -25.789  24.044  -0.1371
H  -30.136  -23.623  19.518  0.3461
H  -25.272  -27.588  24.186  0.3460
H  -20.964  -23.130  19.669  0.3839
H  -29.980  -28.274  23.041  0.2374
H  -21.557  -26.614  20.668  0.3680
H  -24.307  -25.132  24.267  0.3729
H  -30.418  -29.217  24.511  0.3671
H  -30.920  -27.578  24.500  0.3136
H  -27.916  -24.055  21.184  0.4230
H  -27.848  -25.583  21.962  -0.2366
H  -19.850  -26.182  20.833  0.4253
H  -20.696  -26.535  22.234  0.3755
H  -24.636  -28.514  22.743  0.3794
H  -31.330  -24.672  20.167  0.2965
H  -30.664  -24.956  18.615  0.3548

- Gap between HOMO and LUMO (alpha / beta): 6.760 / 2.456 eV
- ⟨S²⟩: 0.76
- Net charge: +1
- Relative energy (zero: lowest compared OMol25 entry of this formula, charge and spin): 0.0 kcal per mole
- Electronic energy: -21013.0315 eV
- Spin multiplicity: 2

---

Entry 5:
A 6-piece molecular cluster, C12H25Br10F3OPS overall at a distorted geometry, computed with ωB97M-V/def2-TZVPD.

Each line ends with the Mulliken charge.
CARTESIAN COORDINATES (ANGSTROEM)
Br  -0.517  0.858  2.507  -0.1511
Br  4.008  1.538  2.919  -0.1345
Br  8.053  0.035  7.820  -0.1384
Br  -3.030  1.574  -6.031  -0.1200
Br  3.758  -2.019  3.866  -0.1163
Br  -5.972  -0.372  -2.292  -0.1359
Br  -4.132  -3.325  -1.067  -0.1546
Br  -2.092  3.517  0.492  -0.1350
Br  7.953  0.793  4.208  -0.1427
Br  -3.286  -1.986  -5.107  -0.1183
S  -0.332  -1.696  -2.340  -0.0617
P  -1.072  0.061  -1.302  0.5930
F  1.667  -3.396  -2.315  -0.1590
F  1.628  -1.983  -0.485  -0.1475
F  2.368  -1.286  -2.592  -0.1739
O  -2.368  -0.359  -0.279  -0.2510
C  6.525  0.841  5.534  -0.3558
C  1.426  -2.070  -1.879  0.5989
C  -2.493  -0.015  -7.026  -0.5773
C  -3.489  -1.134  -6.848  -0.5259
C  -6.579  -1.836  -1.159  -0.5885
C  -1.842  3.395  2.422  -0.5440
C  -1.751  1.149  -2.733  -0.7245
C  7.021  1.377  6.854  -0.5917
C  4.553  -0.055  1.939  -0.5025
C  -0.504  2.790  2.762  -0.5873
C  -5.505  -2.254  -0.187  -0.4812
C  3.560  -1.175  2.121  -0.3924
H  0.314  3.184  2.160  0.3861
H  -0.917  1.190  -3.513  0.3175
H  5.768  1.501  5.112  0.0949
H  -1.489  -0.275  -6.691  0.3220
H  -5.918  -2.902  0.588  0.3594
H  -3.311  -1.926  -7.576  0.3506
H  6.122  -0.169  5.603  0.3551
H  5.557  -0.308  2.278  0.3403
H  3.743  -1.971  1.398  0.2950
H  2.523  -0.848  2.042  0.1724
H  -2.602  0.539  -3.192  0.1606
H  -7.447  -1.443  -0.628  0.3431
H  -6.897  -2.640  -1.821  0.3819
H  -2.453  0.301  -8.069  0.3546
H  4.595  0.256  0.893  0.3574
H  -2.191  -0.066  0.646  0.2132
H  -4.525  -0.806  -6.921  0.3778
H  -2.685  2.828  2.816  0.3715
H  -2.085  2.165  -2.356  0.2486
H  -0.273  2.935  3.818  0.3642
H  -0.328  -1.398  -3.715  0.2573
H  7.659  2.254  6.750  0.4037
H  -4.998  -1.411  0.283  0.2690
H  -1.902  4.423  2.781  0.3657
H  6.184  1.617  7.510  0.3573

- Gap between HOMO and LUMO: 7.084 eV
- Net charge: +1
- Electronic energy: -743590.8156 eV

---

Entry 6:
A 2-piece molecular cluster, C12H25ClN2OP overall at a distorted geometry, computed with ωB97M-V/def2-TZVPD.

Each line ends with the Mulliken charge.
CARTESIAN COORDINATES (ANGSTROEM)
Cl  -0.805  4.363  2.850  -0.1970
P  2.745  0.479  4.062  -0.0797
O  3.838  1.145  2.916  -0.3615
N  4.225  3.531  3.324  -0.3826
N  -1.057  -1.252  -1.429  0.6146
C  0.158  -0.332  -1.360  -0.4947
C  0.637  -2.265  -4.009  -1.2607
C  -0.536  2.683  3.441  -0.6291
C  1.163  0.754  3.136  -0.3795
C  -1.497  0.716  -0.044  -0.0554
C  -0.763  -2.561  -0.777  -1.3114
C  0.853  2.266  2.897  -0.6877
C  -0.411  1.038  -1.059  -0.7704
C  -1.537  -1.428  -2.855  -0.7144
C  4.131  2.406  3.088  0.5368
C  -0.838  -2.496  -3.682  -0.5546
C  -2.153  -0.526  -0.623  -0.7683
H  0.793  -0.684  -0.549  0.3145
H  -1.629  -3.209  -0.884  0.4137
H  -0.967  -3.478  -3.223  0.3488
H  1.277  -2.333  -3.127  0.3166
H  -1.061  0.512  0.937  -0.0635
H  -1.340  2.017  3.138  0.3093
H  1.546  2.887  3.462  0.5391
H  0.975  2.546  1.852  0.3003
H  -2.209  1.530  0.079  0.4465
H  -2.957  -0.264  -1.304  0.3173
H  -1.471  -0.449  -3.331  0.3540
H  0.982  -3.023  -4.709  0.4088
H  0.342  1.722  -0.672  0.3889
H  -0.839  1.485  -1.959  0.3018
H  -0.559  -2.377  0.275  0.4781
H  2.663  1.477  5.064  0.1142
H  0.700  -0.378  -2.299  0.2753
H  -2.534  -1.205  0.135  0.3735
H  0.791  -1.290  -4.476  0.3319
H  1.360  0.259  2.183  -0.0554
H  -2.591  -1.695  -2.783  0.4945
H  -1.388  -2.546  -4.625  0.4163
H  0.358  0.260  3.681  0.5516
H  0.111  -3.006  -1.243  0.3976
H  -0.434  2.748  4.521  0.4222

- Gap between HOMO and LUMO: 9.262 eV
- Net charge: +1
- Electronic energy: -39681.0256 eV